[1]
Below is a 2-piece molecular cluster, C3H7NO2 overall at a distorted geometry, with properties calculated with ωB97M-V/def2-TZVPD.

Bonds (Å) are listed after each position.
Atoms and positions in Å:
1 O -1.81 -1.16 -0.63  C4 1.419, H12 0.989
2 O 1.73 -1.35 1.17  C6 1.297, H9 0.985
3 N -2.81 0.71 -0.16  C4 1.295, H10 1.021, H13 1.081
4 C -2.07 -0.20 0.38  O1 1.419, N3 1.295
5 C 1.40 0.19 -0.53  C6 1.283, H7 1.101, H11 1.081
6 C 1.86 -0.91 -0.05  O2 1.297, C5 1.283, H8 1.029
7 H 1.13 0.33 -1.59  C5 1.101
8 H 2.09 -1.69 -0.67  C6 1.029
9 H 1.16 -0.64 1.55  O2 0.985
10 H -3.26 1.29 0.55  N3 1.021
11 H 1.14 0.98 0.17  C5 1.081
12 H -1.05 -1.77 -0.45  O1 0.989
13 H -3.35 0.64 -1.09  N3 1.081

## Properties
Energy relative to the best compared isomer or geometry (same formula, charge and spin) ... 93.9 kcal/mol
Orbital gap ... 9.86 eV
Strongest force on any atom ... 0.0723 hartree/bohr

[2]
Below is one molecule with the formula C5H10O2, with properties calculated with ωB97M-V/def2-TZVPD.

Bonds (Å) are listed after each position.
Atoms and positions in Å:
1 O 1.75 -1.37 1.11  C7 1.363, H11 0.974
2 O -0.42 1.62 0.78  C5 1.429, H9 0.974
3 C -1.50 0.66 -1.12  C5 1.534, H13 1.097, H14 1.095, H16 1.097
4 C 0.98 0.64 -0.90  C5 1.532, H8 1.095, H15 1.095, H17 1.097
5 C -0.33 0.52 -0.13  O2 1.429, C3 1.534, C4 1.532, C6 1.511
6 C -0.52 -0.73 0.70  C5 1.511, C7 1.337, H12 1.090
7 C 0.40 -1.55 1.22  O1 1.363, C6 1.337, H10 1.085
8 H 1.14 -0.21 -1.57  C4 1.095
9 H 0.30 1.49 1.42  O2 0.974
10 H 0.14 -2.42 1.80  C7 1.085
11 H 2.20 -2.06 1.62  O1 0.974
12 H -1.55 -0.98 0.92  C6 1.090
13 H -1.45 1.62 -1.65  C3 1.097
14 H -1.51 -0.15 -1.86  C3 1.095
15 H 1.84 0.73 -0.23  C4 1.095
16 H -2.47 0.67 -0.59  C3 1.097
17 H 0.99 1.55 -1.51  C4 1.097

## Properties
SMILES ... CC(C)(O)/C=C\O
Energy relative to the best compared isomer or geometry (same formula, charge and spin) ... 39.2 kcal/mol
Orbital gap ... 9.44 eV
Strongest force on any atom ... 0.0156 hartree/bohr

[3]
Below is one molecule with the formula C11H21N5O3 at a distorted geometry, with properties calculated with ωB97M-V/def2-TZVPD.

Bonds (Å) are listed after each position.
Atoms and positions in Å:
1 O -0.92 -1.29 0.86  C18 1.257
2 O -3.76 -1.25 -1.07  C19 1.231
3 O -4.70 -1.70 0.85  C19 1.333, H34 1.045
4 N 3.85 1.19 1.59  C11 1.276, H31 1.165
5 N 0.98 1.21 -0.09  C17 1.453, H35 1.045, H38 1.082
6 N -1.90 0.56 -0.03  C10 1.453, C14 1.428, C18 1.396
7 N 4.98 1.20 -0.28  C11 1.376, H22 1.145, H23 1.179
8 N 4.70 -1.01 0.56  C11 1.488, C15 1.498, H21 0.975
9 C 1.61 -1.05 -0.45  C13 1.450, C17 1.479, H20 1.208, H32 1.238
10 C -3.05 0.11 0.74  N6 1.453, C12 1.647, C19 1.480, H25 1.058
11 C 4.41 0.44 0.72  N4 1.276, N7 1.376, N8 1.488
12 C -4.20 1.28 0.67  C10 1.647, C16 1.654, H30 1.095, H33 1.153
13 C 2.84 -0.72 -1.13  C9 1.450, C15 1.616, H24 1.063, H29 1.149
14 C -2.07 1.77 -0.76  N6 1.428, C16 1.524, H26 1.028, H37 1.157
15 C 4.15 -1.58 -0.72  N8 1.498, C13 1.616, H27 1.188, H36 1.157
16 C -3.59 1.90 -0.73  C12 1.654, C14 1.524, H39 1.030, H40 1.127
17 C 0.54 -0.05 -0.65  N5 1.453, C9 1.479, C18 1.576, H28 1.133
18 C -0.86 -0.37 0.00  O1 1.257, N6 1.396, C17 1.576
19 C -3.82 -1.01 0.14  O2 1.231, O3 1.333, C10 1.480
20 H 1.33 -2.22 -0.58  C9 1.208
21 H 4.10 -1.29 1.27  N8 0.975
22 H 4.61 2.26 -0.09  N7 1.145
23 H 6.16 1.11 -0.32  N7 1.179
24 H 2.62 -1.12 -2.09  C13 1.063
25 H -2.70 0.04 1.74  C10 1.058
26 H -1.62 2.56 -0.28  C14 1.028
27 H 4.99 -1.34 -1.52  C15 1.188
28 H 0.37 0.12 -1.76  C17 1.133
29 H 3.37 0.29 -1.30  C13 1.149
30 H -5.19 0.81 0.74  C12 1.095
31 H 3.18 0.76 2.43  N4 1.165
32 H 1.65 -0.97 0.79  C9 1.238
33 H -4.02 2.02 1.54  C12 1.153
34 H -5.23 -2.31 0.19  O3 1.045
35 H 1.32 1.72 -0.94  N5 1.045
36 H 3.75 -2.66 -0.62  C15 1.157
37 H -1.65 2.06 -1.80  C14 1.157
38 H 1.70 1.05 0.71  N5 1.082
39 H -3.66 2.92 -0.84  C16 1.030
40 H -4.14 1.54 -1.66  C16 1.127

## Properties
SMILES ... [H]/N=C(/N)NCCC[C@H](N)C(=O)N1CCC[C@H]1C(=O)O
Energy relative to the best compared isomer or geometry (same formula, charge and spin) ... 146.6 kcal/mol
Orbital gap ... 9.71 eV
Strongest force on any atom ... 0.1236 hartree/bohr

[4]
Below is a 2-piece molecular cluster, C5H6N2O2 overall at a distorted geometry, with properties calculated with ωB97M-V/def2-TZVPD.

Bonds (Å) are listed after each position.
Atoms and positions in Å:
1 O 3.14 1.30 -0.32  N3 1.248
2 O 4.11 -0.57 0.47  N3 1.199
3 N 3.23 0.10 0.02  O1 1.248, O2 1.199
4 N 0.41 0.14 0.08  C7 1.341, C8 1.465, C9 1.421
5 C -0.49 -1.90 -0.26  C6 1.446, C9 1.336, H15 1.069
6 C 0.94 -2.02 -0.09  C5 1.446, C7 1.313, H11 1.052
7 C 1.37 -0.79 0.13  N4 1.341, C6 1.313
8 C 0.37 1.60 0.17  N4 1.465, H10 1.174, H12 1.053, H14 1.031
9 C -0.76 -0.59 -0.25  N4 1.421, C5 1.336, H13 1.009
10 H -0.75 1.81 0.47  C8 1.174
11 H 1.38 -2.97 -0.04  C6 1.052
12 H 0.56 2.14 -0.71  C8 1.053
13 H -1.62 -0.07 -0.20  C9 1.009
14 H 0.96 1.86 0.97  C8 1.031
15 H -1.18 -2.71 -0.37  C5 1.069

## Properties
Energy relative to the best compared isomer or geometry (same formula, charge and spin) ... 144.0 kcal/mol
Orbital gap ... 8.83 eV
Strongest force on any atom ... 0.1103 hartree/bohr

Question: Which of these has the lowest energy relative to the best compared isomer or geometry (same formula, charge and spin)?
Answer: C5H10O2

Question: Which formula does entry 2 have?
Answer: C5H10O2

Please write out number 4 again, unchanged.
Below is a 2-piece molecular cluster, C5H6N2O2 overall at a distorted geometry, with properties calculated with ωB97M-V/def2-TZVPD.

Bonds (Å) are listed after each position.
Atoms and positions in Å:
1 O 3.14 1.30 -0.32  N3 1.248
2 O 4.11 -0.57 0.47  N3 1.199
3 N 3.23 0.10 0.02  O1 1.248, O2 1.199
4 N 0.41 0.14 0.08  C7 1.341, C8 1.465, C9 1.421
5 C -0.49 -1.90 -0.26  C6 1.446, C9 1.336, H15 1.069
6 C 0.94 -2.02 -0.09  C5 1.446, C7 1.313, H11 1.052
7 C 1.37 -0.79 0.13  N4 1.341, C6 1.313
8 C 0.37 1.60 0.17  N4 1.465, H10 1.174, H12 1.053, H14 1.031
9 C -0.76 -0.59 -0.25  N4 1.421, C5 1.336, H13 1.009
10 H -0.75 1.81 0.47  C8 1.174
11 H 1.38 -2.97 -0.04  C6 1.052
12 H 0.56 2.14 -0.71  C8 1.053
13 H -1.62 -0.07 -0.20  C9 1.009
14 H 0.96 1.86 0.97  C8 1.031
15 H -1.18 -2.71 -0.37  C5 1.069

## Properties
Energy relative to the best compared isomer or geometry (same formula, charge and spin) ... 144.0 kcal/mol
Orbital gap ... 8.83 eV
Strongest force on any atom ... 0.1103 hartree/bohr

Question: Look up the energy relative to the best compared isomer or geometry (same formula, charge and spin) of the fourth one.
Answer: 144.0 kcal/mol